Record 1
{
  "formula": "C3H3FHgO3",
  "method": "the ωB97M-V functional and the def2-TZVPD basis",
  "elements": ["C", "C", "O", "C", "O", "O", "Hg", "F", "H", "H", "H"],
  "xyz": [[-0.037, -1.624, -0.101], [-1.128, -1.063, -0.645], [-1.003, 2.182, 0.976], [0.248, 2.096, 0.897], [0.875, 2.354, -0.229], [0.848, 0.929, 1.478], [1.869, 0.714, -0.155], [1.299, -1.080, -0.596], [0.063, -2.607, 0.356], [-2.046, -1.650, -0.621], [-0.988, -0.250, -1.360]],
  "multiplicity": 1,
  "e_homo_ev": -8.502,
  "gap_ev": 6.89
}


Record 2
{
  "formula": "C5H6N2",
  "method": "the ωB97M-V functional and the def2-TZVPD basis",
  "elements": ["N", "C", "C", "C", "C", "C", "N", "H", "H", "H", "H", "H", "H"],
  "xyz": [[-0.276, -0.388, 2.578], [-0.419, -0.388, 1.371], [-1.170, -0.582, 0.111], [-0.741, 0.619, -0.661], [0.628, 0.796, -0.008], [1.070, -0.406, -0.839], [-0.374, -0.735, -1.138], [-2.143, -1.073, 0.102], [-1.410, 1.301, -1.188], [1.195, 1.732, 0.044], [0.431, 0.425, 1.826], [1.529, -0.158, -1.807], [1.656, -1.204, -0.356]],
  "multiplicity": 1,
  "e_homo_ev": -7.908,
  "e_above_lowest_ev": 7.006,
  "gap_ev": 8.98
}


Record 3
{
  "formula": "C23H21N3O6S",
  "method": "the ωB97M-V functional and the def2-TZVPD basis",
  "elements": ["C", "C", "C", "S", "C", "N", "C", "C", "C", "C", "C", "O", "O", "C", "C", "C", "C", "C", "N", "O", "O", "C", "C", "O", "N", "C", "C", "C", "C", "C", "C", "O", "C", "H", "H", "H", "H", "H", "H", "H", "H", "H", "H", "H", "H", "H", "H", "H", "H", "H", "H", "H", "H", "H"],
  "xyz": [[2.685, 0.065, -3.968], [1.506, 0.232, -3.250], [1.759, 1.177, -2.023], [-0.079, 1.440, -1.005], [0.439, 2.773, -0.251], [1.785, 3.024, -0.079], [2.147, 3.742, 0.757], [1.363, 4.698, 1.677], [-0.073, 4.097, 1.892], [-0.435, 3.104, 0.992], [-1.863, 2.839, 1.010], [-2.702, 3.222, 1.673], [-2.110, 1.699, 0.296], [-3.387, 0.912, 0.203], [-4.600, 1.736, 0.412], [-5.767, 0.997, 0.556], [-5.726, -0.369, -0.164], [-4.487, -0.809, -0.131], [-4.596, -2.467, -0.428], [-3.460, -3.089, -0.557], [-5.661, -2.943, -0.626], [-3.365, -0.386, -0.058], [2.622, 0.355, -1.064], [3.751, 0.547, -1.098], [1.930, -0.728, -0.326], [2.450, -1.664, 0.706], [3.828, -1.450, 0.862], [4.266, -2.378, 1.801], [3.522, -3.444, 2.353], [2.109, -3.276, 1.944], [1.580, -2.456, 0.912], [0.431, -2.714, 0.398], [-0.449, -3.485, 0.910], [3.426, -0.376, -3.506], [3.203, 1.091, -4.476], [2.509, -0.629, -4.833], [0.465, 0.801, -3.810], [0.986, -0.688, -3.004], [2.018, 2.170, -2.204], [3.208, 4.276, 0.543], [1.849, 5.149, 2.405], [-0.599, 4.450, 2.538], [-4.719, 2.874, 0.714], [-6.625, 1.410, 0.586], [-6.803, -0.875, 0.161], [-2.231, -0.885, -0.215], [0.884, -0.721, -0.398], [4.443, -0.695, 0.519], [5.311, -2.300, 2.354], [3.949, -4.019, 3.009], [1.494, -4.313, 2.384], [-0.706, -3.565, 1.816], [-0.128, -4.583, 0.735], [-1.348, -3.569, 0.357]],
  "multiplicity": 1,
  "e_homo_ev": -8.118,
  "smiles": "CC[C@@H](Sc1ncccc1C(=O)Oc1cccc([N+](=O)[O-])c1)C(=O)Nc1ccccc1OC",
  "e_above_lowest_ev": 23.233,
  "gap_ev": 7.28
}


Record 4
{
  "formula": "CH5N2O",
  "method": "the ωB97M-V functional and the def2-TZVPD basis",
  "elements": ["C", "N", "N", "O", "H", "H", "H", "H", "H"],
  "xyz": [[-0.363, 1.017, 0.149], [-0.484, -1.310, -0.150], [0.039, -0.302, 0.712], [2.176, -0.326, 0.061], [-0.129, 1.827, 0.911], [0.179, 1.548, -0.784], [-1.410, 1.044, -0.133], [0.281, -1.209, -0.910], [-0.289, -2.288, 0.145]],
  "total_charge": -1,
  "multiplicity": 1,
  "e_homo_ev": [-2.514, -2.555],
  "e_above_lowest_ev": 6.467,
  "gap_ev": [7.38, 7.45]
}


Record 5
{
  "formula": "C3H7NO",
  "method": "the ωB97M-V functional and the def2-TZVPD basis",
  "elements": ["C", "C", "N", "H", "H", "H", "H", "H", "C", "O", "H", "H"],
  "xyz": [[0.488, 0.638, 1.255], [-0.536, 1.384, 1.665], [-1.668, 1.614, 0.869], [1.299, 0.478, 1.948], [0.389, 0.159, 0.317], [-0.560, 1.730, 2.692], [-1.497, 1.945, -0.068], [-2.347, 2.216, 1.308], [1.092, -2.511, -2.496], [0.533, -2.982, -3.446], [1.290, -3.174, -1.627], [1.518, -1.496, -2.418]],
  "multiplicity": 1,
  "e_homo_ev": -8.548,
  "smiles": "C=CN.C=O",
  "e_above_lowest_ev": 2.463,
  "gap_ev": 9.39
}


Record 6
{
  "formula": "C25H27O",
  "method": "the ωB97M-V functional and the def2-TZVPD basis",
  "elements": ["C", "C", "C", "C", "C", "H", "H", "H", "H", "H", "H", "H", "H", "H", "H", "C", "C", "C", "C", "C", "C", "C", "C", "C", "C", "O", "C", "C", "C", "C", "C", "C", "C", "C", "C", "C", "H", "H", "H", "H", "H", "H", "H", "H", "H", "H", "H", "H", "H", "H", "H", "H", "H"],
  "xyz": [[3.452, -2.096, -1.049], [2.064, -2.622, -0.887], [1.388, -3.247, -1.867], [0.192, -4.105, -1.560], [1.840, -3.133, -3.303], [3.875, -1.883, -0.060], [4.121, -2.808, -1.560], [3.484, -1.158, -1.623], [1.667, -2.624, 0.128], [-0.312, -4.391, -2.489], [0.480, -5.034, -1.041], [-0.528, -3.581, -0.916], [1.112, -3.609, -3.971], [1.938, -2.077, -3.605], [2.818, -3.612, -3.469], [5.274, 1.458, 3.528], [4.206, 1.150, 2.525], [4.471, 1.310, 1.158], [3.501, 1.033, 0.216], [2.215, 0.541, 0.600], [1.272, 0.226, -0.422], [-0.144, 0.252, -0.314], [-0.882, 0.705, 0.820], [-2.263, 0.605, 0.867], [-2.959, 0.163, -0.265], [-4.343, 0.080, -0.316], [-5.113, 1.225, -0.047], [-5.783, 1.807, -1.129], [-6.375, 3.055, -0.952], [-6.367, 3.668, 0.303], [-5.782, 3.022, 1.396], [-5.171, 1.775, 1.235], [-2.271, -0.242, -1.422], [-0.900, -0.172, -1.450], [1.980, 0.336, 1.990], [2.950, 0.670, 2.923], [4.857, 1.522, 4.538], [6.047, 0.677, 3.532], [5.777, 2.405, 3.298], [5.455, 1.665, 0.847], [3.696, 1.211, -0.844], [1.653, 0.190, -1.447], [-0.368, 1.154, 1.667], [-2.812, 0.876, 1.770], [-5.780, 1.288, -2.090], [-6.850, 3.537, -1.808], [-6.829, 4.644, 0.435], [-5.794, 3.470, 2.389], [-4.726, 1.234, 2.075], [-2.847, -0.580, -2.283], [-0.361, -0.448, -2.359], [1.033, -0.095, 2.318], [2.743, 0.563, 3.991]],
  "total_charge": 1,
  "multiplicity": 1,
  "e_homo_ev": -11.346,
  "e_above_lowest_ev": 0.382,
  "gap_ev": 5.95
}